Entry 1:
{
  "formula": "C16H37AlBNO19P",
  "method": "the ωB97M-V functional and the def2-TZVPD basis",
  "charge": -1,
  "orbital_gap_ev": 7.411,
  "lumo_energy_ev": 2.028,
  "elements": ["C", "C", "C", "C", "Al", "O", "N", "O", "B", "O", "O", "P", "O", "O", "O", "H", "H", "H", "H", "H", "H", "H", "H", "H", "H", "H", "H", "H", "C", "O", "C", "O", "O", "C", "H", "H", "H", "H", "H", "H", "C", "O", "C", "O", "O", "C", "H", "H", "H", "H", "H", "H", "C", "O", "C", "O", "O", "C", "H", "H", "H", "H", "H", "H", "C", "O", "C", "O", "O", "C", "H", "H", "H", "H", "H", "H"],
  "xyz": [[5.882, -3.243, -0.294], [4.541, -3.144, -1.093], [3.650, -4.435, -0.998], [2.157, -4.166, -0.596], [1.005, -3.237, -1.999], [-0.272, -4.436, -2.717], [0.322, -5.590, -3.025], [-0.455, -6.507, -2.963], [2.029, -2.367, -3.590], [3.095, -1.417, -3.519], [1.610, -2.721, -4.932], [-0.246, -1.551, -0.896], [-0.961, -0.677, -1.926], [-1.312, -2.337, 0.159], [0.899, -0.628, -0.030], [6.351, -2.231, -0.290], [6.584, -3.925, -0.824], [5.744, -3.525, 0.772], [4.820, -3.016, -2.162], [3.913, -2.295, -0.740], [4.092, -5.085, -0.195], [3.693, -5.063, -1.920], [1.683, -5.162, -0.396], [2.074, -3.585, 0.358], [3.728, -1.719, -4.186], [1.265, -1.888, -5.281], [-0.752, -2.762, 0.820], [0.736, 0.295, -0.268], [-1.498, 2.791, 1.832], [-0.747, 3.682, 2.662], [0.537, 3.788, 2.320], [1.075, 3.219, 1.412], [1.122, 4.641, 3.167], [2.509, 4.847, 2.912], [-2.523, 2.782, 2.199], [-1.504, 3.140, 0.799], [-1.101, 1.778, 1.893], [2.659, 5.275, 1.921], [3.063, 3.914, 3.013], [2.875, 5.552, 3.656], [-4.142, 3.665, 4.922], [-5.011, 3.006, 4.000], [-6.306, 3.109, 4.300], [-6.770, 3.688, 5.244], [-6.997, 2.454, 3.364], [-8.409, 2.479, 3.559], [-3.122, 3.510, 4.574], [-4.343, 4.736, 4.945], [-4.237, 3.236, 5.919], [-8.784, 3.502, 3.528], [-8.677, 2.000, 4.501], [-8.860, 1.917, 2.743], [-0.976, -2.806, 4.938], [-1.473, -1.739, 4.135], [-2.802, -1.611, 4.161], [-3.565, -2.298, 4.784], [-3.131, -0.588, 3.374], [-4.533, -0.332, 3.302], [0.107, -2.810, 4.837], [-1.229, -2.649, 5.987], [-1.363, -3.763, 4.590], [-4.929, -0.075, 4.285], [-5.061, -1.192, 2.888], [-4.678, 0.516, 2.637], [3.435, 2.475, -9.437], [3.443, 1.475, -8.425], [3.080, 1.921, -7.216], [2.767, 3.050, -6.951], [3.129, 0.897, -6.368], [2.762, 1.224, -5.021], [3.744, 2.000, -10.367], [2.432, 2.882, -9.570], [4.142, 3.271, -9.199], [1.732, 1.581, -4.979], [3.442, 1.970, -4.608], [2.842, 0.309, -4.428]]
}

Entry 2:
{
  "formula": "C16H37AuNSi4",
  "method": "the ωB97M-V functional and the def2-TZVPD basis",
  "s2": 2.041,
  "multiplicity": 3,
  "charge": -1,
  "orbital_gap_ev": [4.040, 5.488],
  "lumo_energy_ev": [3.012, 2.250],
  "relative_energy_ev": 1.866,
  "elements": ["C", "C", "C", "C", "C", "Au", "N", "C", "C", "H", "H", "H", "H", "H", "H", "H", "H", "H", "H", "C", "Si", "C", "C", "Si", "Si", "C", "C", "C", "Si", "C", "C", "C", "H", "H", "H", "H", "H", "H", "H", "H", "H", "H", "H", "H", "H", "H", "H", "H", "H", "H", "H", "H", "H", "H", "H", "H", "H", "H", "H"],
  "xyz": [[-0.272, 1.722, -4.778], [1.062, 1.350, -4.371], [1.216, 1.505, -2.905], [-0.192, 1.924, -2.378], [-1.035, 2.047, -3.606], [0.088, -0.320, -2.494], [-1.412, -1.113, -0.681], [0.330, -2.223, -2.607], [1.649, -1.749, -2.757], [2.099, 1.768, -2.414], [1.861, 1.084, -5.021], [-0.317, 2.516, -1.539], [-2.044, 2.393, -3.581], [-0.659, 1.655, -5.756], [1.866, -1.577, -3.805], [0.067, -2.899, -1.995], [-2.104, -1.173, -1.382], [2.278, -1.938, -1.870], [-0.677, -2.159, -3.405], [3.237, 0.377, 0.142], [1.706, 1.034, 1.039], [2.070, 0.909, 2.910], [1.620, 2.909, 0.729], [-0.262, -0.300, 0.193], [-0.015, -2.284, 1.507], [0.132, -2.085, 3.368], [-1.564, -3.304, 1.146], [1.509, -3.092, 0.761], [-2.074, 0.943, 1.114], [-2.119, 0.921, 2.998], [-2.159, 2.737, 0.552], [-3.566, 0.024, 0.424], [4.107, 0.982, 0.449], [3.142, 0.451, -0.951], [3.449, -0.670, 0.401], [2.846, 1.654, 3.160], [1.187, 1.129, 3.528], [2.457, -0.080, 3.193], [1.555, 3.162, -0.338], [0.775, 3.382, 1.250], [2.546, 3.364, 1.124], [-0.726, -1.542, 3.789], [0.137, -3.123, 3.744], [1.071, -1.585, 3.641], [-1.833, -3.287, 0.083], [-1.338, -4.349, 1.403], [-2.438, -2.927, 1.703], [1.452, -3.270, -0.322], [2.421, -2.521, 0.991], [1.584, -4.066, 1.268], [-1.229, 1.381, 3.449], [-2.998, 1.518, 3.293], [-2.241, -0.091, 3.404], [-2.243, 2.825, -0.539], [-3.072, 3.166, 0.995], [-1.308, 3.341, 0.887], [-3.592, 0.084, -0.675], [-3.572, -1.039, 0.702], [-4.461, 0.509, 0.828]]
}